Here is 7 unconnected molecules or ions with the total composition C16H46O11S7 at a distorted geometry from the Open Molecules 2025 dataset. Energies are from wB97M-V/def2-TZVPD.

Output
frontier orbital gap: 0.329 Eh
relative energy (zero: lowest compared OMol25 entry of this formula, charge and spin): 0.00 kJ/mol
E_tot: -115700.8858 eV
spin multiplicity: 1

Structure (XYZ):
```
80
C16H46O11S7 (wB97M-V/def2-TZVPD)
C -1.019 3.089 6.693
S -2.120 1.679 6.450
O -1.846 1.123 5.108
C -1.220 0.616 7.592
H 0.091 2.772 6.604
H -1.267 3.647 7.565
H -1.186 3.780 5.876
H -0.339 0.319 6.970
H -1.824 -0.269 7.730
H -0.902 1.213 8.501
C -3.284 -3.349 -5.294
S -3.412 -3.717 -3.586
O -3.029 -5.150 -3.434
C -1.893 -2.759 -3.089
H -2.341 -3.769 -5.643
H -3.314 -2.288 -5.380
H -4.134 -3.793 -5.761
H -1.104 -3.210 -3.674
H -1.699 -3.017 -2.023
H -1.996 -1.742 -3.329
C -5.340 2.119 -3.437
S -3.800 1.146 -3.632
O -3.629 1.118 -5.087
C -2.796 2.423 -2.853
H -5.443 2.584 -2.519
H -6.151 1.376 -3.601
H -5.367 2.865 -4.233
H -2.252 3.010 -3.584
H -2.152 1.984 -2.102
H -3.421 3.285 -2.472
C 1.119 1.628 1.989
S -0.240 2.217 0.952
O -0.297 1.314 -0.223
C -1.569 1.574 1.986
H 2.052 1.812 1.480
H 1.051 0.592 2.145
H 1.182 1.985 3.029
H -1.832 2.274 2.753
H -1.224 0.674 2.457
H -2.439 1.315 1.375
C 2.047 -0.563 -1.282
S 3.638 0.245 -1.471
O 3.754 1.149 -0.263
C 4.694 -1.135 -1.261
H 1.887 -1.245 -2.084
H 1.269 0.188 -1.090
H 2.042 -1.147 -0.350
H 4.268 -1.990 -1.729
H 4.953 -1.272 -0.239
H 5.634 -0.993 -1.811
O 1.855 -4.179 -1.261
S 0.732 -4.959 -0.813
O -0.536 -4.335 -0.679
O 0.619 -6.192 -1.780
C -0.629 -6.924 -1.795
C -0.257 -8.314 -2.175
C 1.284 -5.710 0.703
H -1.262 -6.353 -2.509
H -1.042 -6.822 -0.771
H 0.534 -8.768 -1.577
H 0.188 -8.278 -3.169
H -1.129 -8.944 -2.216
H 2.302 -6.004 0.728
H 0.554 -6.524 0.895
H 1.199 -4.863 1.422
O 1.636 4.917 2.681
S 2.833 5.563 2.303
O 4.094 5.048 2.710
O 2.811 5.685 0.743
C 3.357 4.657 -0.104
C 2.330 4.207 -1.104
C 2.679 7.269 2.787
H 3.818 3.753 0.426
H 4.177 5.147 -0.614
H 2.775 3.635 -1.974
H 1.897 5.124 -1.565
H 1.461 3.724 -0.602
H 2.004 7.709 2.105
H 3.643 7.721 2.688
H 2.272 7.295 3.799
```

=====

Here is a molecular structure, C24H13AsCl5FeO5Se from the Open Molecules 2025 dataset. Energies are from wB97M-V/def2-TZVPD.

Output
frontier orbital gap (alpha / beta): 0.332 / 0.260 Eh
⟨S²⟩: 8.763
E_tot: -258518.0553 eV
spin multiplicity: 6

Structure (XYZ):
```
50
C24H13AsCl5FeO5Se (wB97M-V/def2-TZVPD)
Fe 0.166 -2.568 0.314
Cl 5.385 0.181 4.389
C 3.968 -0.517 3.714
C 3.930 -0.862 2.368
Cl 5.291 -0.598 1.352
C 2.774 -1.418 1.842
Cl 2.679 -1.862 0.164
C 1.633 -1.654 2.609
O 0.534 -2.157 2.092
C 1.689 -1.296 3.965
Cl 0.281 -1.553 4.916
C 2.839 -0.738 4.509
Cl 2.870 -0.306 6.170
C 2.014 3.499 1.415
C 1.976 3.264 0.048
C 1.241 2.202 -0.460
C 0.544 1.372 0.411
C 0.591 1.601 1.784
C 1.320 2.669 2.284
As -0.479 -0.141 -0.213
C -0.445 -0.053 -2.139
C 0.639 -0.276 -2.973
C 0.454 -0.242 -4.347
C -0.810 -0.002 -4.871
C -1.893 0.213 -4.034
C -1.716 0.194 -2.656
C -2.763 0.421 -1.647
C -4.097 0.710 -1.907
C -4.977 0.922 -0.856
C -4.542 0.846 0.460
C -3.215 0.547 0.734
C -2.341 0.344 -0.320
H 2.588 4.330 1.805
H 2.519 3.911 -0.628
H 1.206 2.027 -1.527
H 0.065 0.941 2.467
H 1.352 2.847 3.351
H 1.618 -0.492 -2.563
H 1.291 -0.419 -5.009
H -0.952 0.010 -5.943
H -2.873 0.393 -4.459
H -4.454 0.771 -2.927
H -6.014 1.147 -1.066
H -5.238 1.010 1.272
H -2.876 0.468 1.759
O 0.519 -3.168 -1.694
Se -0.836 -4.067 -1.261
O -1.519 -5.062 -2.290
O -1.719 -2.788 -0.613
O -0.220 -4.603 0.207
```

=====

Here is a molecular structure, C3H9N3O2 at a distorted geometry from the Open Molecules 2025 dataset. Energies are from wB97M-V/def2-TZVPD.

Output
frontier orbital gap: 0.343 Eh
relative energy (zero: lowest compared OMol25 entry of this formula, charge and spin): 270.08 kJ/mol
E_tot: -11821.2601 eV
spin multiplicity: 1

Structure (XYZ):
```
17
C3H9N3O2 (wB97M-V/def2-TZVPD)
C 0.830 0.063 -1.062
C -0.353 -0.954 0.793
N -0.060 -0.975 -0.639
C -1.613 -0.335 1.235
N 0.139 1.253 -1.389
N 1.792 0.360 0.176
O -2.152 0.546 0.337
O -2.215 -0.622 2.247
H -3.032 0.790 0.662
H 0.258 -1.884 -0.940
H 1.429 -0.285 -1.914
H -0.856 1.192 -1.191
H 0.518 2.101 -0.994
H 2.541 -0.327 0.217
H 2.238 1.266 0.080
H 0.750 -0.266 1.109
H -0.216 -1.923 1.273
```

=====

Here is a molecular structure, C16H46N4O6Ti at a distorted geometry from the Open Molecules 2025 dataset. Energies are from wB97M-V/def2-TZVPD.

Output
total charge: -1
frontier orbital gap (alpha / beta): 0.196 / 0.167 Eh
⟨S²⟩: 3.755
relative energy (zero: lowest compared OMol25 entry of this formula, charge and spin): 716.98 kJ/mol
E_tot: -58688.0119 eV
spin multiplicity: 4

Structure (XYZ):
```
73
C16H46N4O6Ti (wB97M-V/def2-TZVPD)
Ti -2.279 0.433 0.221
O -5.142 2.509 -1.048
H -5.498 3.355 -1.383
O -4.534 -1.547 2.514
H -4.763 -1.303 3.431
C -2.185 4.049 -6.526
C -0.849 3.579 -5.969
C 0.343 4.390 -6.471
O 1.543 3.927 -5.806
C 2.524 4.950 -5.881
N -0.997 3.840 -4.494
H -2.402 3.624 -7.506
H -2.003 5.115 -6.665
H -2.992 3.828 -5.827
H -0.767 2.510 -6.164
H 0.067 5.391 -6.141
H 0.489 4.392 -7.551
H 2.919 4.932 -6.896
H 3.287 4.683 -5.150
H 2.158 5.953 -5.663
H -1.884 3.484 -4.167
H -0.309 3.218 -4.095
C -2.399 -3.053 -4.261
C -1.584 -3.317 -3.026
C -0.991 -4.748 -2.992
O -0.240 -4.844 -1.857
C 0.913 -5.676 -1.964
N -0.580 -2.251 -2.931
H -1.819 -2.943 -5.178
H -3.019 -2.158 -4.197
H -3.011 -3.925 -4.490
H -2.260 -3.284 -2.172
H -0.420 -4.834 -3.916
H -1.784 -5.485 -3.117
H 1.577 -5.712 -1.100
H 1.481 -5.345 -2.834
H 0.665 -6.727 -2.111
H 0.123 -2.585 -2.288
H -0.109 -2.185 -3.822
C 2.343 4.698 2.678
C 1.378 3.557 2.938
C 0.352 3.899 4.008
O 0.964 4.386 5.244
C 0.000 4.768 6.143
N 0.636 3.276 1.692
H 2.966 4.739 3.572
H 1.796 5.636 2.575
H 2.962 4.592 1.787
H 1.865 2.634 3.254
H -0.163 2.967 4.239
H -0.397 4.644 3.738
H -1.062 4.643 5.931
H 0.217 5.811 6.376
H 0.250 4.237 7.061
H 0.140 4.137 1.511
H 1.372 3.354 1.005
C 0.574 -3.132 5.747
C 1.068 -3.966 4.588
C 0.837 -5.481 4.722
O 1.316 -6.000 5.940
C 2.764 -6.120 6.013
N 0.481 -3.439 3.384
H 0.866 -2.082 5.713
H 1.036 -3.504 6.661
H -0.513 -3.161 5.675
H 2.130 -3.769 4.442
H 1.202 -6.078 3.886
H -0.244 -5.620 4.688
H 3.187 -6.631 6.878
H 3.239 -5.139 6.044
H 3.164 -6.674 5.164
H -0.502 -3.356 3.601
H 0.509 -4.063 2.591
```

=====

Here is C4H8N2 in the gas phase at a distorted geometry from the Open Molecules 2025 dataset. Energies are from wB97M-V/def2-TZVPD.

Output
frontier orbital gap: 0.354 Eh
relative energy (zero: lowest compared OMol25 entry of this formula, charge and spin): 411.11 kJ/mol
E_tot: -7253.6145 eV
structure (SMILES): [H]/N=C(\N)C1CC1
spin multiplicity: 1

Structure (XYZ):
```
14
C4H8N2 (wB97M-V/def2-TZVPD)
H 1.970 2.035 -0.005
N 1.091 1.298 0.179
C 0.846 0.039 -0.038
N 1.899 -0.881 0.043
C -0.578 -0.382 -0.107
C -1.541 0.176 -0.722
C -1.956 -0.137 0.661
H 2.940 -0.540 0.186
H 1.725 -1.723 -0.490
H -0.547 -1.396 -0.242
H -2.090 -0.164 -1.529
H -1.460 1.295 -0.901
H -1.834 0.575 1.541
H -2.260 -1.189 1.121
```

=====

Here is a gas-phase ion, C22H31N2O2 (charge +1) from the Open Molecules 2025 dataset. Energies are from wB97M-V/def2-TZVPD.

Output
total charge: +1
frontier orbital gap: 0.340 Eh
relative energy (zero: lowest compared OMol25 entry of this formula, charge and spin): 98.83 kJ/mol
E_tot: -30386.5709 eV
structure (SMILES): OCCCN1CC[NH+](CCCOc2ccccc2-c2ccccc2)CC1
spin multiplicity: 1

Structure (XYZ):
```
57
C22H31N2O2 (wB97M-V/def2-TZVPD)
O 6.245 -0.029 0.140
C 5.160 -0.029 -0.749
C 4.264 -1.263 -0.585
C 2.910 -1.076 -1.265
N 2.227 0.129 -0.815
C 1.127 0.517 -1.670
C 0.670 1.919 -1.279
N 0.203 1.917 0.124
C -0.348 3.223 0.569
C -1.509 3.015 1.536
C -2.689 2.333 0.845
O -2.300 1.007 0.520
C -3.222 0.178 -0.115
C -4.394 0.646 -0.687
C -5.234 -0.226 -1.362
C -4.903 -1.562 -1.476
C -3.740 -2.030 -0.893
C -2.886 -1.180 -0.198
C -1.703 -1.752 0.471
C -1.439 -1.479 1.812
C -0.394 -2.109 2.464
C 0.406 -3.016 1.788
C 0.161 -3.283 0.450
C -0.885 -2.657 -0.204
C 1.294 1.438 1.000
C 1.762 0.059 0.556
H 6.833 -0.763 -0.069
H 4.586 0.869 -0.508
H 5.500 0.050 -1.791
H 4.140 -1.460 0.481
H 4.749 -2.137 -1.023
H 3.074 -0.967 -2.339
H 2.287 -1.970 -1.102
H 1.469 0.537 -2.706
H 0.274 -0.183 -1.602
H -0.144 2.244 -1.929
H 1.507 2.615 -1.366
H -0.598 1.242 0.192
H 0.449 3.808 1.033
H -0.704 3.769 -0.308
H -1.837 3.983 1.911
H -1.195 2.413 2.390
H -3.560 2.314 1.510
H -2.955 2.890 -0.063
H -4.675 1.684 -0.611
H -6.146 0.151 -1.796
H -5.554 -2.242 -2.003
H -3.493 -3.079 -0.947
H -2.081 -0.800 2.353
H -0.213 -1.905 3.509
H 1.211 -3.518 2.302
H 0.777 -3.994 -0.080
H -1.077 -2.873 -1.245
H 0.938 1.399 2.030
H 2.124 2.145 0.927
H 2.587 -0.245 1.198
H 0.942 -0.668 0.675
```

=====

Here is a gas-phase ion, C5H12NO (charge -1) at a distorted geometry from the Open Molecules 2025 dataset. Energies are from wB97M-V/def2-TZVPD.

Output
total charge: -1
frontier orbital gap: 0.222 Eh
relative energy (zero: lowest compared OMol25 entry of this formula, charge and spin): 216.55 kJ/mol
E_tot: -8914.8193 eV
structure (SMILES): CCN[C@H](C)C[O-]
spin multiplicity: 1

Structure (XYZ):
```
19
C5H12NO (wB97M-V/def2-TZVPD)
C 1.007 -2.232 0.726
C -0.034 -2.032 -0.376
N -0.963 -0.803 -0.255
C -0.278 0.424 0.202
C -1.482 1.428 0.892
C 0.650 1.188 -0.848
O 0.977 2.374 -0.457
H 0.712 -2.476 1.775
H 1.747 -1.399 0.894
H 1.741 -3.126 0.660
H -0.694 -2.938 -0.461
H 0.656 -1.899 -1.239
H -1.269 -0.675 -1.210
H 0.362 0.051 0.960
H -0.816 1.926 1.697
H -2.102 2.048 0.222
H -1.946 0.682 1.559
H 1.484 0.454 -1.236
H -0.127 1.325 -1.755
```

=====

Here is a molecular structure, C24H21BrClNOPTm at a distorted geometry from the Open Molecules 2025 dataset. Energies are from wB97M-V/def2-TZVPD.

Output
total charge: +2
frontier orbital gap (alpha / beta): 0.213 / 0.215 Eh
⟨S²⟩: 2.002
E_tot: -150134.7104 eV
spin multiplicity: 3

Structure (XYZ):
```
51
C24H21BrClNOPTm (wB97M-V/def2-TZVPD)
Tm -0.054 -1.450 0.349
Cl -1.490 -3.475 0.099
C 2.247 -1.429 -0.177
O 3.363 -1.103 -0.203
P -0.083 0.015 -2.338
C 0.497 1.567 -3.123
C 0.941 -1.197 -3.255
C -1.684 -0.174 -3.196
C 0.386 -2.447 -3.555
C 1.202 -3.437 -4.100
C 2.559 -3.191 -4.319
C 3.113 -1.948 -3.986
C 2.306 -0.947 -3.442
H -0.665 -2.644 -3.319
H 0.770 -4.412 -4.326
H 3.198 -3.975 -4.724
H 4.182 -1.757 -4.110
H 2.737 0.001 -3.107
C 1.385 2.370 -2.383
C 1.815 3.589 -2.900
C 1.438 3.986 -4.188
C 0.613 3.156 -4.950
C 0.134 1.963 -4.416
H 1.703 2.050 -1.389
H 2.451 4.223 -2.276
H 1.793 4.930 -4.590
H 0.330 3.437 -5.960
H -0.528 1.345 -5.014
C -1.804 -0.477 -4.566
C -3.062 -0.714 -5.127
C -4.209 -0.653 -4.323
C -4.087 -0.328 -2.961
C -2.836 -0.040 -2.409
H -0.916 -0.543 -5.205
H -3.130 -0.971 -6.193
H -5.183 -0.869 -4.757
H -4.971 -0.310 -2.314
H -2.733 0.256 -1.357
H -0.496 3.116 0.164
H -1.220 2.921 0.254
Br 0.274 -2.748 5.549
C -0.011 -1.141 4.545
C -0.085 0.075 5.208
C -0.198 1.225 4.426
C -0.222 1.118 3.034
N -0.107 -0.075 2.368
C 0.014 -1.199 3.142
H -0.008 0.115 6.289
H -0.228 2.212 4.889
H -0.324 2.017 2.421
H 0.177 -2.161 2.613
```

=====

Which formula does entry 3 have? C3H9N3O2

=====

What is the E_tot in the third record? -11821.2601 eV